1.
Below is C10H13CoIN4O8P2 as an isolated structure, with properties calculated with ωB97M-V/def2-TZVPD.

Last column: natural (NBO) charge in e.
Positions of all 39 atoms, in Å:
1 Co 0.468667 -0.678093 -0.221817  1.550
2 O 1.293496 -3.035444 -0.676533  -1.059
3 P 0.793659 -2.624529 -2.185227  2.533
4 O 1.362315 -3.408589 -3.272329  -1.080
5 O 0.958665 -1.111593 -2.082209  -1.205
6 O -0.806040 -2.919115 -2.014864  -1.102
7 P -1.527198 -2.967121 -0.572928  2.558
8 O -3.070234 -3.021109 -0.960878  -0.995
9 O -1.072886 -4.150777 0.192185  -1.155
10 O -1.337984 -1.583361 0.052019  -1.251
11 H 0.828601 -3.818915 -0.329075  0.534
12 H -3.360223 -3.927003 -1.105487  0.512
13 I 0.039821 -3.578257 4.827046  0.207
14 C 0.509456 -1.817398 3.852906  -0.203
15 C 0.598636 -0.612434 4.534603  -0.171
16 C 0.903480 0.539029 3.831787  -0.249
17 C 1.108137 0.450270 2.467288  0.063
18 N 1.034865 -0.712931 1.811391  -0.545
19 C 0.721880 -1.824813 2.485555  0.038
20 H 0.425553 -0.577794 5.601265  0.233
21 H 0.979397 1.493536 4.330856  0.231
22 H 1.361706 1.309456 1.859792  0.231
23 H 0.630805 -2.732113 1.903155  0.241
24 C 1.938742 3.956715 -1.734479  -0.416
25 N 0.737402 3.151613 -1.542770  -0.406
26 C -0.438461 3.522683 -2.112383  0.119
27 C -1.566573 2.794028 -1.996825  -0.369
28 C -1.468904 1.573782 -1.254797  0.491
29 N -0.319277 1.226926 -0.680105  -0.695
30 C 0.814884 1.970292 -0.817076  0.774
31 O 1.856796 1.587371 -0.303686  -0.662
32 N -2.514046 0.764095 -1.100094  -0.744
33 H 1.855949 4.895932 -1.188716  0.206
34 H 2.076426 4.154247 -2.796590  0.211
35 H 2.781748 3.385358 -1.357962  0.260
36 H -0.406281 4.447726 -2.673468  0.221
37 H -2.483158 3.106216 -2.466330  0.237
38 H -3.361013 0.935960 -1.613552  0.402
39 H -2.348791 -0.163859 -0.689673  0.458

Forces on atoms 1 to 3 (eV/Å):
-0.09 0.03 0.12
0.16 0.08 -0.03
0.15 -0.16 0.48

Properties
Spin multiplicity ... 4
Expectation value of S² ... 3.76
Orbital gap (alpha / beta) ... 9.4 / 9.3 eV
HOMO energy (alpha / beta) ... -9.46 / -9.47 eV


2.
Below is C20H23ClN2Ti as an isolated structure at a distorted geometry, with properties calculated with ωB97M-V/def2-TZVPD.

Last column: natural (NBO) charge in e.
Positions of all 47 atoms, in Å:
1 C 0.211132 3.442389 -1.024090  -0.624
2 C 1.545505 4.059289 -0.556255  -0.624
3 H 0.289058 2.845325 -1.941798  0.202
4 H -0.512745 4.233146 -1.281858  0.274
5 H -0.249615 2.833714 -0.223092  0.182
6 H 2.415884 3.412814 -0.694876  0.200
7 H 1.809402 4.997351 -1.064419  0.252
8 H 1.497258 4.314183 0.502147  0.226
9 C -1.298855 -0.783718 -2.373996  0.088
10 C -1.791466 -1.831625 -3.140142  -0.204
11 C -1.230714 -3.107071 -3.035775  -0.081
12 C -0.204538 -3.316327 -2.119757  -0.176
13 H -1.652954 0.247604 -2.429591  0.238
14 H -2.618399 -1.629132 -3.817039  0.271
15 H -1.599253 -3.928305 -3.648645  0.270
16 H 0.282674 -4.286529 -2.037459  0.253
17 N -0.352798 -1.017325 -1.421913  -0.591
18 C 0.202229 -2.264950 -1.284343  0.172
19 C 1.247774 -2.360721 -0.275542  0.198
20 N 1.482031 -1.205770 0.440275  -0.580
21 C 2.531189 -1.143204 1.317549  0.098
22 C 3.055752 -3.482629 0.908256  -0.069
23 C 3.291573 -2.274869 1.580173  -0.211
24 H 2.731223 -0.162890 1.786700  0.250
25 H 4.088594 -2.163295 2.315064  0.273
26 C 2.073290 -3.482178 -0.087156  -0.179
27 H 1.908365 -4.299323 -0.783844  0.250
28 H 3.629677 -4.395413 1.101415  0.275
29 Ti 0.563681 0.450194 -0.250679  1.907
30 C 2.234628 0.938974 -1.292856  -1.110
31 H 2.899986 0.084805 -1.552407  0.266
32 H 2.783405 1.504294 -0.520932  0.250
33 H 2.088368 1.614414 -2.154342  0.277
34 Cl -1.354376 1.899966 4.449911  0.066
35 C -2.220834 1.305920 3.100421  -0.025
36 C -3.586605 1.066870 3.202800  -0.189
37 C -4.308163 0.592285 2.107344  -0.170
38 C -3.626918 0.326682 0.915592  -0.221
39 C -2.243644 0.506022 0.829576  -0.147
40 C -1.503468 1.023891 1.899795  -0.103
41 C -0.027397 1.149758 1.790447  -0.787
42 H -4.065585 1.263128 4.159295  0.254
43 H -5.385797 0.438192 2.219448  0.251
44 H -4.172381 -0.035745 0.043361  0.229
45 H -1.721195 0.239271 -0.122197  0.124
46 H 0.350357 2.084585 2.224010  0.267
47 H 0.514668 0.295957 2.241423  0.228

Forces on atoms 1 to 3 (eV/Å):
0.24 0.33 -0.28
0.20 0.21 -0.03
0.15 0.10 -0.01

Properties
Spin multiplicity ... 1
Charge ... +2
Orbital gap ... 5.7 eV
HOMO energy ... -14.20 eV


3.
Below is an isolated ion of composition C2HO4S and charge -1 at a distorted geometry, with properties calculated with ωB97M-V/def2-TZVPD.

Last column: natural (NBO) charge in e.
Positions of all 8 atoms, in Å:
1 C -1.550002 -0.184221 -0.757892  0.029
2 C -0.773875 -0.553459 0.288986  0.306
3 O 2.247179 0.118611 -0.965967  -0.980
4 O -1.776912 -1.462117 0.059879  -0.478
5 O 2.371477 1.368290 1.006562  -0.977
6 O 0.305822 -0.553045 0.897134  -0.694
7 S 1.496761 0.871443 -0.005714  1.670
8 H -2.320448 0.394497 -0.522987  0.123

Forces on atoms 1 to 3 (eV/Å):
0.61 -3.64 -1.32
0.15 1.01 3.28
0.31 -1.18 -1.48

Properties
Spin multiplicity ... 3
Charge ... -1
Expectation value of S² ... 2.01
Orbital gap (alpha / beta) ... 4.4 / 8.0 eV
HOMO energy (alpha / beta) ... -0.46 / -5.13 eV


4.
Below is an isolated ion of composition C9H15BClN4O2 and charge +1 at a distorted geometry, with properties calculated with ωB97M-V/def2-TZVPD.

Last column: natural (NBO) charge in e.
Positions of all 32 atoms, in Å:
1 C 1.666616 3.020147 0.118249  -0.615
2 C 1.439557 2.005589 -1.039729  -0.447
3 C 0.016086 1.474370 -0.980923  0.010
4 Cl -0.487663 0.822911 -2.611647  -0.077
5 N -0.234671 0.548080 0.139157  -0.523
6 C -1.509016 -0.043580 0.103462  0.796
7 N -2.541961 0.585933 0.822012  -0.843
8 N -1.793823 -1.138504 -0.512367  -0.717
9 B -3.158425 -1.831691 -0.543227  1.226
10 O -4.301805 -1.189933 -0.802760  -0.826
11 O -3.130370 -3.168333 -0.287543  -0.892
12 C 0.824751 -0.416595 0.396519  0.055
13 C 1.329132 -0.485979 1.685796  -0.157
14 C 2.312975 -1.417377 1.875110  -0.238
15 C 2.810902 -2.212164 0.870690  0.061
16 N 2.327392 -2.144262 -0.366491  -0.368
17 C 1.356417 -1.272822 -0.540208  -0.015
18 H 0.799778 3.020843 0.786591  0.200
19 H 2.565712 2.818021 0.697615  0.234
20 H 1.721588 4.023518 -0.304710  0.233
21 H 1.497445 2.576170 -1.968284  0.247
22 H 2.205643 1.234767 -1.112823  0.238
23 H -0.634298 2.339117 -0.825907  0.217
24 H -2.432877 0.317498 1.803963  0.423
25 H -2.290663 1.577161 0.824923  0.400
26 H -1.027154 -1.573742 -1.023413  0.455
27 H -4.154313 -0.258351 -1.015805  0.510
28 H -3.390026 -3.667008 -1.074297  0.524
29 H 0.951763 0.135569 2.487405  0.237
30 H 2.722934 -1.535742 2.873787  0.237
31 H 3.607515 -2.918783 1.072208  0.221
32 H 0.930845 -1.224841 -1.547353  0.195

Forces on atoms 1 to 3 (eV/Å):
-0.29 -0.27 -0.27
-0.02 0.78 0.15
-0.12 0.65 0.02

Properties
Structure (SMILES) ... CC[C@@H](Cl)N(/C(N)=[NH+]/B(O)O)c1cccnc1
Spin multiplicity ... 1
Charge ... +1
Orbital gap ... 9.0 eV
HOMO energy ... -13.36 eV


5.
Below is a 2-piece molecular cluster, C6H10O overall, with properties calculated with ωB97M-V/def2-TZVPD.

Last column: natural (NBO) charge in e.
Positions of all 17 atoms, in Å:
1 C -0.116038 1.908889 0.866688  -0.434
2 C -0.893095 0.875088 0.680927  -0.069
3 C -1.127584 -0.386918 0.358407  0.275
4 C -1.715116 -0.844741 -0.941319  -0.655
5 O -1.024432 -1.417743 1.259655  -0.683
6 H 0.925564 1.725658 0.569578  0.212
7 H -0.367775 2.893760 1.249870  0.212
8 H -2.777829 -1.041971 -0.783618  0.230
9 H -1.601884 -0.083077 -1.718173  0.229
10 H -1.244514 -1.776401 -1.277874  0.225
11 H -0.606963 -1.065883 2.058683  0.485
12 C 2.159240 0.377799 -0.230096  -0.443
13 C 1.345704 -0.629352 -0.529992  -0.381
14 H 2.680280 0.426105 0.722277  0.200
15 H 2.343188 1.181570 -0.937307  0.201
16 H 1.178061 -1.464652 0.143596  0.203
17 H 0.843200 -0.678137 -1.491301  0.193

Forces on atoms 1 to 3 (eV/Å):
-0.07 -0.11 -0.07
0.25 -0.09 0.05
-0.43 0.32 -0.05

Properties
Structure (SMILES) ... C=C=C(C)O.C=C
Spin multiplicity ... 1
Orbital gap ... 9.5 eV
HOMO energy ... -8.60 eV


6.
Below is C4H5N3 in the gas phase at a distorted geometry, with properties calculated with ωB97M-V/def2-TZVPD.

Last column: natural (NBO) charge in e.
Positions of all 12 atoms, in Å:
1 C 3.162399 -0.118901 -0.091289  -0.133
2 N 1.922790 -0.543259 0.073776  -0.226
3 N 1.036289 0.557291 0.224855  -0.420
4 C -0.302969 0.503722 -0.120231  0.077
5 C -1.066575 -0.515808 -0.040167  -0.437
6 C -2.434338 -0.341925 0.050445  0.265
7 N -3.513829 0.150951 -0.019478  -0.321
8 H 3.471043 1.032000 -0.099366  0.175
9 H 3.951291 -0.977926 -0.092534  0.215
10 H 1.484552 1.558985 -0.346474  0.333
11 H -0.630316 1.578231 -0.019624  0.213
12 H -0.544419 -1.508696 -0.188622  0.258

Forces on atoms 1 to 3 (eV/Å):
-0.83 -1.39 0.76
2.19 2.73 -0.41
3.01 3.28 -3.41

Properties
Structure (SMILES) ... C=NN/C=C/C#N
Spin multiplicity ... 1
Orbital gap ... 9.1 eV
HOMO energy ... -8.95 eV


7.
Below is C34H33GeN3ORuS3 as an isolated structure at a distorted geometry, with properties calculated with ωB97M-V/def2-TZVPD.

Last column: Mulliken charge in e.
Positions of all 76 atoms, in Å:
1 Ru -0.103247 0.305070 -0.089449  -0.489
2 C -4.465614 0.638129 -0.613100  -1.043
3 C -4.734618 -0.503494 -1.347794  -0.677
4 C -3.689181 -1.340615 -1.699379  -1.050
5 C -2.396890 -1.015981 -1.321622  0.401
6 N -2.146067 0.109480 -0.620980  1.411
7 C -3.158030 0.905081 -0.262934  -0.641
8 C -1.238372 -1.881466 -1.619940  1.122
9 C -1.273482 -2.904943 -2.550383  -1.180
10 C -0.135588 -3.666280 -2.762491  -0.739
11 C 1.011548 -3.378477 -2.045710  -1.084
12 C 0.984860 -2.325242 -1.151789  -0.004
13 N -0.117248 -1.605728 -0.930563  0.875
14 H -5.250277 1.314540 -0.306924  0.522
15 H -5.748154 -0.749541 -1.634329  0.484
16 H -3.883417 -2.250381 -2.247028  0.484
17 H -2.903692 1.786965 0.306293  0.609
18 H -2.168928 -3.094921 -3.122742  0.455
19 H -0.144020 -4.463975 -3.492764  0.467
20 H 1.925333 -3.936517 -2.190310  0.523
21 H 1.866900 -2.029888 -0.607740  0.092
22 C 3.442926 -0.108725 3.432792  -1.362
23 Ge 2.670660 -0.898534 1.831321  0.625
24 C 1.658729 -2.507611 2.289861  -1.066
25 C 4.083477 -1.246520 0.525510  -1.223
26 C 1.491320 0.611546 1.204221  -1.230
27 H 4.160167 -0.812979 3.855913  0.416
28 H 2.679388 0.100862 4.181427  0.384
29 H 3.968247 0.817091 3.200294  0.403
30 H 2.362682 -3.310276 2.512961  0.523
31 H 1.001444 -2.845853 1.490092  0.269
32 H 1.059361 -2.336523 3.184924  0.278
33 H 4.990890 -1.478763 1.084661  0.470
34 H 4.288067 -0.366093 -0.084219  0.356
35 H 3.891752 -2.092461 -0.133258  0.365
36 H 2.059665 1.390078 0.682496  0.643
37 H 1.141034 1.059992 2.133420  0.672
38 N -0.911294 -0.405295 1.709519  -0.345
39 C -1.335189 -0.846965 2.679861  0.823
40 C -1.861682 -1.400870 3.884026  0.241
41 C -2.364418 -0.545022 4.867621  -0.382
42 C -2.862430 -1.089826 6.036297  -0.744
43 C -2.857772 -2.467770 6.217338  -0.366
44 C -2.356667 -3.313955 5.235112  -0.837
45 C -1.854193 -2.786870 4.060394  -0.217
46 H -2.359345 0.525769 4.714380  0.479
47 H -3.253651 -0.441990 6.808132  0.425
48 H -3.248332 -2.886906 7.134841  0.429
49 H -2.357751 -4.383984 5.388371  0.422
50 H -1.456253 -3.431748 3.288123  0.489
51 O 0.635405 0.686809 -1.706115  -0.050
52 C 0.713677 2.025459 -2.309674  3.330
53 C -0.526365 2.155594 -3.150540  0.002
54 C -1.647846 2.910200 -2.946886  -0.411
55 C -2.668244 2.643850 -3.897556  -0.815
56 C -2.297398 1.686424 -4.793370  -0.588
57 S -0.716017 1.116737 -4.510419  -0.049
58 C 0.750414 2.986725 -1.151903  -0.948
59 C 1.669074 3.874980 -0.738375  -0.533
60 C 1.463027 4.309546 0.627406  -0.823
61 C 0.448221 3.685794 1.250962  -0.787
62 S -0.407869 2.667886 0.123484  0.365
63 C 2.000245 2.057018 -3.095447  -1.010
64 C 3.079486 1.247677 -2.941189  -0.613
65 C 4.161996 1.618561 -3.805725  -0.703
66 C 3.858783 2.692291 -4.574773  -0.583
67 S 2.275305 3.283254 -4.271463  -0.003
68 H -1.734183 3.673410 -2.186279  0.673
69 H -3.612819 3.165993 -3.936488  0.498
70 H -2.859537 1.320418 -5.638016  0.534
71 H 2.496646 4.194227 -1.356338  0.603
72 H 2.072865 5.063468 1.104667  0.482
73 H 0.061402 3.853733 2.243327  0.572
74 H 3.109046 0.408176 -2.261692  0.417
75 H 5.102221 1.090643 -3.858493  0.443
76 H 4.469816 3.169514 -5.323858  0.517

Forces on atoms 1 to 3 (eV/Å):
-0.44 0.62 -0.89
0.01 0.03 0.00
-0.02 -0.01 -0.01

Properties
Spin multiplicity ... 1
Charge ... +2
Orbital gap (alpha / beta) ... 6.0 / 6.0 eV
HOMO energy (alpha / beta) ... -13.36 / -13.36 eV